# 1
This record from the OMol25 dataset describes a molecular structure, C19H20LuN6O4 in a non-equilibrium geometry. The level of theory is wB97M-V/def2-TZVPD.

Structure (ORCA input):
```
! wB97M-V def2-TZVPD RIJCOSX def2/J DEFGRID3
* xyz 1 1
Lu -0.11601 0.12747 -1.35291
O -3.28248 1.58160 3.01461
C -3.16707 2.68858 2.23190
C -3.69977 3.87897 2.70634
C -3.60314 5.06223 1.98584
C -2.97944 5.05921 0.75099
C -2.40035 3.87332 0.29083
C -2.49414 2.72134 1.07129
C -1.94788 1.49782 0.48985
O -1.57830 1.58540 -0.73597
N -1.80385 0.39783 1.19925
N -1.27655 -0.61736 0.45147
C -1.14144 -1.76755 1.00966
C -0.68978 -2.74691 0.10293
C -0.64742 -4.08074 0.36494
C -0.27645 -4.94361 -0.67808
C -0.03683 -4.45035 -1.97052
C -0.02132 -3.07801 -2.11107
N -0.27876 -2.26933 -1.09194
H -3.76580 1.82379 3.82021
H -4.27986 3.85110 3.63526
H -4.03526 6.01838 2.35929
H -2.92304 5.95973 0.13563
H -1.83251 3.81413 -0.61896
H -1.62098 -2.02371 1.94175
H -0.90345 -4.50783 1.36455
H -0.19866 -5.99972 -0.47207
H 0.28009 -5.09874 -2.77791
H 0.17640 -2.66259 -3.09135
C 2.70777 1.44922 2.33316
N 2.97981 0.51698 1.22947
C 3.96928 -0.38655 1.32265
C 4.20134 -1.33681 0.39966
C 3.21700 -1.45127 -0.64113
N 2.22449 -0.58727 -0.75739
C 2.12671 0.42367 0.12805
O 1.29003 1.33549 -0.04979
N 3.28582 -2.42720 -1.54704
H 3.17102 1.12119 3.24616
H 1.65349 1.56182 2.46439
H 3.07330 2.47152 2.14994
H 4.66695 -0.26980 2.14931
H 5.02367 -2.01301 0.52986
H 4.01279 -3.12075 -1.34960
H 2.68510 -2.43089 -2.37065
C 0.06351 -0.11575 -4.68798
O 0.22791 0.00471 -3.31486
H -0.54978 0.71295 -5.06852
H -0.50527 -1.00982 -4.92526
H 1.01911 -0.14289 -5.26623
*
```

The calculation puts the max |F| at 3.22 eV Å⁻¹. The calculation puts the molar mass at 571.37 g/mol. The value obtained for the HOMO energy is -10.63 eV. The value obtained for the LUMO energy is -0.1327 hartree.

=====

# 2
This record from the OMol25 dataset describes a molecular structure, C18H24F12KO10 in a non-equilibrium geometry. The level of theory is wB97M-V/def2-TZVPD.

Structure (ORCA input):
```
! wB97M-V def2-TZVPD RIJCOSX def2/J DEFGRID3
* xyz -1 1
K -18.90039 -5.00127 20.88108
O -19.83828 -3.42600 23.20474
C -20.21867 -2.15809 23.71595
C -20.45700 -2.01552 25.32268
O -20.92193 -3.20933 25.93494
H -21.17515 -1.84174 23.29984
H -19.57490 -1.32671 23.42877
H -21.10325 -1.17365 25.57108
H -19.51160 -1.63264 25.70701
C -20.85903 -1.31125 16.83658
C -21.24703 -0.85496 18.21541
O -22.27396 -1.71066 18.78682
C -21.95006 -2.93881 19.40794
O -20.83003 -3.24034 19.74310
C -23.18500 -3.88174 19.79575
F -23.30050 -3.98999 21.10747
F -24.29505 -3.43223 19.29138
F -22.92075 -5.13599 19.27038
H -20.77447 -2.39756 16.80662
H -20.01140 -0.83266 16.34611
H -21.68018 -1.12647 16.14400
H -21.78404 0.09015 18.13484
H -20.39314 -0.65392 18.86237
C -20.89299 -10.43325 21.56545
C -20.49431 -9.09955 20.90086
O -20.81246 -9.08646 19.51353
C -20.80779 -7.89517 18.81156
O -20.60473 -6.81077 19.34853
C -21.11532 -8.07643 17.25521
F -22.41112 -7.84083 17.13672
F -20.29128 -7.29325 16.54089
F -20.88716 -9.32573 16.86233
H -20.90482 -11.28824 20.88947
H -21.95008 -10.33548 21.81265
H -20.20712 -10.49117 22.41063
H -19.41741 -9.18261 21.04752
H -20.88968 -8.22029 21.40945
C -17.05043 0.48123 21.85084
C -17.28370 -0.90081 21.26285
O -16.51513 -1.06606 20.10975
C -16.68508 -2.18244 19.40730
O -17.38582 -3.11182 19.77714
C -16.12763 -2.13505 17.99200
F -17.24278 -2.05158 17.22988
F -15.38544 -1.06041 17.78539
F -15.44674 -3.24732 17.68792
H -16.02906 0.73846 22.13141
H -17.72171 0.63655 22.69544
H -17.39557 1.24220 21.15091
H -18.33798 -0.96694 20.99409
H -16.98164 -1.70792 21.93025
C -16.46795 -6.07372 15.55055
C -16.76757 -7.37320 16.34224
O -15.98750 -7.48835 17.54524
C -16.42409 -6.93720 18.70142
O -17.51068 -6.33890 18.84246
C -15.38809 -6.97556 19.87344
F -14.76251 -8.17117 19.69972
F -14.43524 -5.97862 19.75708
F -15.96713 -6.94977 21.09325
H -15.40998 -5.90563 15.34918
H -16.73964 -5.26946 16.23425
H -16.99237 -6.04709 14.59537
H -16.54519 -8.26884 15.76217
H -17.82870 -7.52977 16.53613
*
```

The calculation puts the max |F| at 4.13 eV Å⁻¹. The calculation puts the molar mass at 667.45 g/mol. The value obtained for the HOMO energy is -0.38 eV. The value obtained for the LUMO energy is 0.0531 hartree.

=====

# 3
This record from the OMol25 dataset describes a single C5H10O molecule. The level of theory is wB97M-V/def2-TZVPD.

Structure (ORCA input):
```
! wB97M-V def2-TZVPD RIJCOSX def2/J DEFGRID3
* xyz 0 1
C 2.35250 0.06081 0.12252
O 1.19989 -0.77679 0.06265
C 0.44762 -0.58665 -1.00047
C -0.98162 1.25636 0.20942
C -0.87749 -1.21165 -0.67107
C -1.42948 -0.21995 0.38706
H 3.21723 -0.55671 0.36182
H 2.45816 0.56729 -0.83960
H 2.18970 0.79567 0.91885
H -1.38138 1.68050 -0.71746
H -1.36900 1.82273 1.05835
H 0.09685 1.45491 0.17798
H -1.51420 -1.26512 -1.55972
H -0.76774 -2.22117 -0.25070
H -1.11816 -0.58517 1.37266
H -2.52287 -0.21505 0.36773
*
```

The relative energy (zero: lowest compared OMol25 entry of this formula, charge and spin) comes out at 75.5 kcal/mol. The calculation puts the max |F| at 0.52 eV Å⁻¹. The calculation puts the molar mass at 86.13 g/mol. The value obtained for the HOMO energy is -8.19 eV. The value obtained for the LUMO energy is 0.0371 hartree.

=====

# 4
This record from the OMol25 dataset describes 2 unconnected molecules or ions with the total composition C29H34NO5 in a non-equilibrium geometry. The level of theory is wB97M-V/def2-TZVPD.

Structure (ORCA input):
```
! wB97M-V def2-TZVPD RIJCOSX def2/J DEFGRID3
* xyz -1 1
C -0.88536 5.12181 -3.30297
C -0.25216 5.99747 -2.21857
C -0.22525 7.46165 -2.66576
O -1.07844 5.94593 -1.02563
C -0.91748 4.84565 -0.22325
O -1.67277 4.57948 0.69774
C 0.21915 3.95783 -0.48441
C 0.24989 2.73340 0.09720
C 1.31204 1.74516 -0.04140
C 1.83630 1.39703 -1.29008
C 2.86080 0.48983 -1.41836
C 3.41015 -0.11024 -0.26416
N 4.42395 -1.06165 -0.37660
C 4.90641 -1.53275 -1.69158
C 4.79734 -0.44523 -2.75513
C 3.38655 0.15536 -2.78369
C 4.95733 -1.76428 0.80766
C 4.91413 -0.88267 2.05145
C 3.51383 -0.29379 2.26361
C 2.90563 0.25310 1.00473
C 1.86065 1.14026 1.09277
C 1.35569 4.51913 -1.22762
O 2.46520 4.03594 -1.09079
O 1.12970 5.59635 -2.04448
H -0.91214 4.08173 -2.98655
H -1.90600 5.44187 -3.50213
H -0.30790 5.17870 -4.22368
H 0.22771 8.05952 -1.87846
H 0.36865 7.57701 -3.57015
H -1.23532 7.82724 -2.83701
H -0.58509 2.48062 0.73511
H 1.44665 1.88459 -2.16679
H 5.93982 -1.87745 -1.58835
H 4.31217 -2.40611 -1.97865
H 5.52541 0.34529 -2.53889
H 5.06635 -0.84172 -3.74356
H 2.69618 -0.55084 -3.25726
H 3.36692 1.05681 -3.40866
H 4.36229 -2.66989 0.96212
H 5.97922 -2.09272 0.59562
H 5.22976 -1.44899 2.93782
H 5.63954 -0.06792 1.94104
H 2.84414 -1.06172 2.66376
H 3.54608 0.49815 3.02338
H 1.48975 1.43035 2.05972
C -3.63775 -5.24984 3.03609
C -4.48307 -4.67384 1.88408
C -4.36695 -5.61370 0.66756
C -5.96128 -4.59252 2.30834
C -3.98076 -3.26359 1.54646
C -3.48814 -2.92821 0.28133
C -3.03303 -1.67192 0.00056
C -3.03076 -0.65282 0.99865
O -2.57319 0.47506 0.76798
C -3.56848 -0.99956 2.27380
C -4.01586 -2.26545 2.52374
H -3.72924 -4.64361 3.93581
H -3.94544 -6.26335 3.28952
H -2.58424 -5.28032 2.76154
H -4.95744 -5.24301 -0.16946
H -3.33070 -5.70737 0.34442
H -4.72653 -6.61498 0.89979
H -6.56291 -4.14808 1.51693
H -6.37028 -5.57800 2.52551
H -6.08348 -3.98181 3.20121
H -3.46180 -3.67312 -0.49359
H -2.66367 -1.41950 -0.97718
H -3.60869 -0.23586 3.02944
H -4.40374 -2.50391 3.49837
*
```

The calculation puts the max |F| at 2.55 eV Å⁻¹. The calculation puts the molar mass at 476.59 g/mol. The value obtained for the HOMO energy is -2.53 eV. The value obtained for the LUMO energy is 0.0785 hartree.